36
Properties=species:S:1:pos:R:3 method="wB97M-V/def2-TZVPD" homo_lumo_gap_ev=5.91 charge=-1 total_energy_ha=-1272.5922 relative_energy_kj_mol=0.0 e_lumo_ev=2.35 multiplicity=1
C -1.40 0.95 5.01
C -0.32 0.99 4.12
C -0.50 0.53 2.83
C -1.74 0.02 2.42
C -2.82 -0.02 3.30
C -2.65 0.46 4.60
C -1.68 -0.35 0.99
O -2.64 -0.83 0.37
C -0.29 -0.04 0.49
C 0.24 -0.17 -0.73
C 1.64 -0.08 -1.04
C 2.66 -0.56 -0.16
C 4.00 -0.27 -0.40
C 4.38 0.40 -1.58
C 3.40 0.78 -2.51
C 2.05 0.51 -2.25
C 0.44 0.59 1.68
O 1.54 1.12 1.71
H -1.28 1.32 6.02
H 0.66 1.37 4.42
H -3.77 -0.42 2.94
H -3.49 0.46 5.29
H -0.52 -0.35 -1.86
H 2.37 -1.15 0.71
H 4.74 -0.55 0.34
H 5.43 0.62 -1.76
H 3.68 1.30 -3.42
H 1.28 0.81 -2.97
H -2.05 -0.79 -1.21
N -1.50 -0.79 -2.08
C -2.22 -0.43 -3.17
C -1.75 -1.26 -4.42
F -0.45 -0.95 -4.71
F -1.82 -2.60 -4.15
F -2.49 -1.03 -5.52
O -3.13 0.38 -3.29